Record 1
Entry from OMol25: 2 unconnected molecules or ions with the total composition C14H21ClN7O3 at a distorted geometry (the ωB97M-V functional and the def2-TZVPD basis).

Geometry as XYZ:
```
46
Properties=species:S:1:pos:R:3
C -3.60 0.42 0.79
C -3.58 1.74 0.08
O -4.50 2.49 0.15
N -2.38 2.08 -0.63
C -2.53 1.87 -2.08
C -2.44 0.39 -2.46
C -1.22 -0.32 -1.90
C 0.05 -0.09 -2.74
N 0.93 -1.25 -2.83
Cl 0.91 -2.11 -4.29
C 1.72 -1.75 -1.87
N 2.45 -2.86 -2.01
C 3.06 -3.03 -0.86
N 2.76 -2.07 0.01
N 1.90 -1.21 -0.63
C 1.40 -0.09 0.11
C 1.81 1.20 -0.17
C 1.31 2.20 0.65
C 0.47 1.85 1.70
N 0.10 0.60 1.99
C 0.56 -0.35 1.18
H -3.35 0.59 1.84
H -4.61 0.01 0.77
H -2.89 -0.30 0.38
H -2.22 3.07 -0.46
H -3.47 2.29 -2.44
H -1.73 2.42 -2.57
H -2.46 0.31 -3.55
H -3.33 -0.13 -2.11
H -1.41 -1.39 -1.89
H -1.05 0.01 -0.88
H 0.61 0.79 -2.44
H -0.27 0.11 -3.76
H 3.74 -3.82 -0.59
H 3.07 -1.93 0.96
H 2.49 1.40 -0.98
H 1.57 3.23 0.49
H 0.09 2.62 2.35
H 0.27 -1.37 1.39
C 1.73 -1.27 4.55
N 2.99 -0.91 3.84
O 3.82 -0.27 4.42
O 3.10 -1.28 2.68
H 1.79 -0.87 5.55
H 0.91 -0.83 3.99
H 1.66 -2.35 4.55
```

Output
HOMO level, Ha: -0.4396
M, u: 370.8
2S+1: 1
Kohn-Sham gap, eV: 9.0
E_tot, eV: -43943.917
Net charge: +1

Results of the Mulliken charge analysis, in e, for atoms 1 through 6: -0.81, 0.28, -0.54, -0.02, -0.88, -1.17

=====

Record 2
Entry from OMol25: a molecular structure, C13H20AlCrF3O13S at a distorted geometry (the ωB97M-V functional and the def2-TZVPD basis).

Geometry as XYZ:
```
52
Properties=species:S:1:pos:R:3
Al -3.32 2.01 1.19
Cr 0.68 1.72 -0.18
C -0.31 5.63 -0.91
C 0.00 4.43 -0.11
O -0.93 3.69 0.39
O 1.11 3.87 0.01
H 0.51 6.02 -1.51
H -0.66 6.37 -0.17
H -1.17 5.42 -1.54
C 3.87 -0.60 -0.83
C 2.75 0.23 -0.32
O 2.78 1.49 -0.39
O 1.60 -0.23 -0.08
H 3.85 -0.50 -1.91
H 3.77 -1.65 -0.54
H 4.85 -0.31 -0.46
C 0.32 3.31 3.92
F 1.62 3.31 4.15
F -0.39 3.39 5.02
F 0.05 4.35 3.12
S -0.12 1.71 3.00
O -1.51 1.92 2.62
O 0.73 1.74 1.78
O 0.18 0.68 3.93
O -0.98 0.94 0.10
H -0.99 0.05 -0.28
O 0.50 1.90 -2.01
H 0.55 1.72 -2.94
O -2.15 -0.87 2.72
C -1.73 -1.95 2.45
O -2.54 -2.99 2.15
C -1.81 -4.22 2.03
C -0.39 -3.91 2.49
C -0.27 -2.41 2.30
H -1.80 -4.50 0.98
H -2.29 -4.99 2.62
H 0.26 -4.47 1.81
H -0.11 -4.26 3.48
H -0.01 -2.16 1.27
H 0.39 -1.87 2.97
O -2.45 -3.84 -3.78
C -1.62 -3.00 -3.62
O -1.38 -2.53 -2.36
C -0.33 -1.56 -2.38
C -0.10 -1.21 -3.85
C -0.56 -2.47 -4.60
H 0.48 -2.13 -1.91
H -0.48 -0.67 -1.76
H 0.96 -0.93 -3.85
H -0.60 -0.28 -4.11
H 0.26 -3.17 -4.57
H -1.07 -2.20 -5.51
```

Output
HOMO level (spin up / spin down), Ha: -0.4601 / -0.4601
Energy above the lowest of the compared OMol25 structures with the same formula, charge and spin, kJ/mol: 0.0
M, u: 552.3
2S+1: 4
Kohn-Sham gap (spin up / spin down), eV: 5.8 / 4.6
⟨S²⟩: 3.9194
E_tot, eV: -94421.133
Net charge: +1

Results of the Mulliken charge analysis, in e, for atoms 1 through 6: 0.69, 0.34, -1.32, 1.04, -0.21, -0.29